Density functional theory data (ωB97M-V with the def2-TZVPD basis set) for C36H46BrNO4Pd as an isolated structure.

Last column: Löwdin spin population.
CARTESIAN COORDINATES (ANGSTROEM)
Pd1 0.2951 0.1610 -0.3767  0.031
C1 -3.2856 2.1362 5.5135  -0.001
C2 -1.9301 2.8423 5.3573  -0.002
C3 -0.9322 2.2329 6.3516  0.000
C4 -2.1239 4.3136 5.7332  0.001
C5 -1.4166 2.6653 3.9290  0.003
C6 -1.2020 1.3738 3.4357  0.055
C7 -0.7126 1.1460 2.1512  -0.004
N1 -0.4986 -0.0853 1.5666  0.234
C8 -0.5084 -1.2815 2.1808  0.077
C9 -0.0932 -1.5255 3.5125  0.031
C10 0.0172 -2.7911 4.0277  0.075
C11 -0.2943 -3.8970 3.1858  0.045
C12 -0.7182 -3.7588 1.8923  0.061
C13 -0.9265 -2.4218 1.3440  0.070
O1 -1.4719 -2.2347 0.2393  0.172
C14 -0.9726 -4.9576 0.9839  0.004
C15 -0.6014 -6.2810 1.6599  -0.001
C16 -2.4636 -5.0185 0.6144  0.003
C17 -0.1262 -4.8374 -0.2935  0.003
C18 0.5361 -3.0764 5.4368  0.008
C19 1.8442 -3.8775 5.3594  0.005
C20 0.8092 -1.7952 6.2245  -0.001
C21 -0.5043 -3.8916 6.2219  0.006
C22 -0.5365 2.2649 1.2509  0.032
O2 -0.2491 2.0597 -0.0034  0.027
C23 -0.7104 3.5662 1.7630  0.011
C24 -1.1386 3.7352 3.0858  0.051
C25 -0.4737 4.7715 0.8460  -0.001
C26 0.9596 4.7370 0.2911  0.000
C27 -1.4787 4.7534 -0.3182  0.000
C28 -0.6484 6.1059 1.5791  0.000
H1 -3.6632 2.2401 6.5375  0.000
H2 -3.2045 1.0719 5.2880  0.000
H3 -4.0187 2.5660 4.8274  0.000
H4 -1.2945 2.3362 7.3809  0.000
H5 0.0357 2.7331 6.2700  0.000
H6 -0.7735 1.1720 6.1509  0.000
H7 -2.4987 4.3880 6.7583  0.000
H8 -2.8455 4.8018 5.0737  0.000
H9 -1.1821 4.8650 5.6767  0.000
H10 -1.4501 0.5270 4.0601  0.005
H11 0.2456 -0.6797 4.0935  -0.001
H12 -0.1517 -4.8925 3.5892  0.001
H13 -1.2013 -6.4676 2.5562  0.000
H14 0.4558 -6.3021 1.9374  0.000
H15 -0.7835 -7.1027 0.9612  0.000
H16 -3.0765 -5.1501 1.5118  0.000
H17 -2.6508 -5.8663 -0.0563  0.000
H18 -2.7607 -4.0974 0.1163  0.000
H19 0.9386 -4.7752 -0.0583  0.000
H20 -0.3918 -3.9354 -0.8416  0.000
H21 -0.2964 -5.7133 -0.9310  0.000
H22 2.6005 -3.3110 4.8125  0.000
H23 1.6983 -4.8251 4.8381  0.000
H24 2.2263 -4.0941 6.3636  0.001
H25 1.5775 -1.1849 5.7454  0.000
H26 1.1561 -2.0468 7.2316  0.000
H27 -0.0948 -1.1896 6.3200  0.000
H28 -0.7276 -4.8357 5.7214  0.001
H29 -1.4368 -3.3288 6.3076  0.000
H30 -0.1394 -4.1165 7.2302  0.001
H31 -1.2725 4.7410 3.4572  0.003
H32 1.1379 3.8062 -0.2436  0.000
H33 1.6809 4.8149 1.1098  0.000
H34 1.1221 5.5808 -0.3898  0.000
H35 -1.3816 3.8264 -0.8806  0.000
H36 -1.3029 5.6013 -0.9904  0.000
H37 -2.5000 4.8270 0.0671  0.000
H38 0.0429 6.1933 2.4223  0.000
H39 -1.6673 6.2327 1.9551  0.000
H40 -0.4427 6.9280 0.8876  0.000
Br1 1.9121 -0.2220 -7.2256  -0.009
C29 1.9352 -0.7414 -5.3772  0.023
C30 3.0499 -1.4905 -4.9308  0.300
C31 3.0651 -1.9119 -3.5938  0.006
C32 2.0689 -1.5902 -2.7128  0.232
C33 0.9236 -0.7132 -3.1083  0.070
C34 0.9123 -0.3926 -4.5729  0.188
C35 2.1211 -2.1242 -1.3038  0.026
O3 2.9700 -2.9859 -1.0368  0.042
O4 1.2663 -1.6706 -0.4721  0.008
H41 3.8451 -1.7398 -5.6186  0.021
H42 3.8727 -2.5299 -3.2206  -0.006
H43 -0.0088 -1.2340 -2.8494  0.028
H44 0.0800 0.1840 -4.9582  0.011
C36 0.9149 0.5824 -2.2552  0.050
H45 1.9068 1.0469 -2.2917  0.000
H46 0.1967 1.2918 -2.6817  0.002

Summary:
Total charge ... -2
E ... -4457.0513 Ha
Spin multiplicity ... 3
Energy above the lowest of the compared OMol25 structures with the same formula, charge and spin ... 0.0 kJ/mol
HOMO-LUMO gap (alpha / beta) ... 0.1728 / 0.1947 Ha

Density functional theory data (ωB97M-V with the def2-TZVPD basis set) for C36H46GeN4O5Re as an isolated structure in a non-equilibrium geometry.

Last column: Löwdin spin population.
CARTESIAN COORDINATES (ANGSTROEM)
Re1 -0.0852 -0.0641 2.4344  0.850
N1 -0.3489 -0.9105 4.4498  0.000
C1 0.1515 -2.2697 4.7089  0.000
C2 -0.6598 -3.1668 3.8289  0.000
N2 -0.5276 -2.7312 2.4298  -0.016
C3 0.6610 -3.3504 1.8021  0.000
C4 1.2640 -2.4280 0.7970  0.005
N3 1.5461 -1.1514 1.5012  0.004
C5 -1.7741 -2.9510 1.6615  0.000
C6 -2.6548 -1.7432 1.7647  0.001
N4 -1.8383 -0.6088 1.3050  0.016
H1 0.1351 -0.2548 5.0594  0.002
H2 -1.3305 -0.8550 4.7143  0.001
H3 0.0528 -2.5456 5.7577  0.000
H4 1.2086 -2.3048 4.4471  0.000
H5 -1.7121 -3.1124 4.1204  0.000
H6 -0.3451 -4.2040 3.9538  -0.001
H7 0.4028 -4.2968 1.3224  -0.001
H8 1.3859 -3.5754 2.5895  0.000
H9 0.5794 -2.2188 -0.0135  0.000
H10 2.1729 -2.8474 0.3709  0.000
H11 1.9108 -0.4828 0.8230  0.000
H12 2.2919 -1.2890 2.1808  0.002
H13 -2.3091 -3.8269 2.0306  -0.001
H14 -1.5301 -3.1388 0.6121  0.000
H15 -2.9770 -1.5668 2.7939  0.000
H16 -3.5427 -1.8615 1.1506  0.000
H17 -2.4047 0.2390 1.2688  0.002
H18 -1.5195 -0.7703 0.3381  0.006
C7 4.9074 3.2321 5.9207  0.000
O1 3.8249 4.1509 5.6898  -0.002
C8 2.7421 3.7310 5.0736  -0.001
C9 1.6945 4.6832 4.9716  0.006
C10 0.5227 4.3193 4.4097  0.000
C11 0.3038 3.0021 3.8993  0.007
C12 -0.9796 2.6177 3.4855  0.001
C13 -2.1380 3.5612 3.4874  0.000
O2 -1.2718 1.4108 3.1141  0.036
C14 1.3985 2.1039 3.9225  0.002
O3 1.3467 0.8665 3.3641  0.064
C15 2.5910 2.4581 4.5280  0.006
H19 5.6293 3.7719 6.5206  0.000
H20 5.3662 2.9348 4.9781  0.000
H21 4.5550 2.3580 6.4669  0.000
H22 1.8595 5.6789 5.3620  0.000
H23 -0.2739 5.0483 4.3581  0.000
H24 -2.3220 3.9514 4.4890  0.000
H25 -3.0281 3.0452 3.1400  0.000
H26 -1.9340 4.4064 2.8274  0.000
H27 3.3917 1.7299 4.5366  0.000
O4 -0.0899 -0.1679 -0.8022  0.004
C16 0.0358 0.9856 -0.4087  0.003
O5 0.1816 1.2406 0.8862  0.004
C17 0.0906 2.1390 -1.3743  0.000
C18 -0.6831 1.8868 -2.6893  0.000
Ge1 -0.4351 0.1079 -3.4982  0.000
C19 -1.8320 -1.1993 -3.1140  0.000
C20 -1.7826 -2.4760 -3.6786  0.000
C21 -2.8218 -3.3818 -3.4906  0.000
C22 -3.9459 -3.0189 -2.7562  0.000
C23 -4.0239 -1.7458 -2.2073  0.000
C24 -2.9673 -0.8490 -2.3751  0.000
C25 1.4196 -0.4478 -3.5077  0.000
C26 1.8160 -1.7854 -3.5474  0.000
C27 3.1615 -2.1268 -3.6511  0.000
C28 4.1310 -1.1336 -3.7041  0.000
C29 3.7527 0.2017 -3.6581  0.000
C30 2.4052 0.5402 -3.5674  0.000
C31 -0.8399 0.4637 -5.3903  0.000
C32 -2.1532 0.8069 -5.7470  0.000
C33 -2.4785 1.1276 -7.0599  0.000
C34 -1.4959 1.1053 -8.0433  0.000
C35 -0.1913 0.7683 -7.7111  0.000
C36 0.1366 0.4509 -6.3942  0.000
H28 1.1574 2.2587 -1.5935  0.000
H29 -0.2309 3.0427 -0.8539  0.000
H30 -0.3782 2.6133 -3.4375  0.000
H31 -1.7562 2.0242 -2.5288  0.000
H32 -0.9447 -2.7615 -4.3043  0.000
H33 -2.7666 -4.3654 -3.9435  0.000
H34 -4.7691 -3.7142 -2.6402  0.000
H35 -4.9229 -1.4435 -1.6776  0.000
H36 -3.0556 0.1585 -1.9675  0.000
H37 1.0768 -2.5770 -3.5020  0.000
H38 3.4508 -3.1701 -3.7059  0.000
H39 5.1781 -1.3997 -3.7959  0.000
H40 4.5046 0.9820 -3.7093  0.000
H41 2.1267 1.5904 -3.5808  0.000
H42 -2.9415 0.8161 -4.9968  0.000
H43 -3.4979 1.3915 -7.3178  0.000
H44 -1.7500 1.3446 -9.0686  0.000
H45 0.5761 0.7536 -8.4764  0.000
H46 1.1633 0.1895 -6.1578  0.000

Summary:
Total charge ... +2
E ... -4149.3999 Ha
Spin multiplicity ... 2
Energy above the lowest of the compared OMol25 structures with the same formula, charge and spin ... 20.4 kJ/mol
HOMO-LUMO gap (alpha / beta) ... 0.1800 / 0.1917 Ha